{"formula": "C25H46F3INO20", "method": "wB97M-V/def2-TZVPD", "symbols": ["I", "F", "F", "F", "O", "O", "O", "O", "O", "O", "O", "O", "O", "O", "O", "O", "O", "O", "O", "O", "O", "O", "O", "O", "N", "C", "C", "C", "C", "C", "C", "C", "C", "C", "C", "C", "C", "C", "C", "C", "C", "C", "C", "C", "C", "C", "C", "C", "C", "C", "H", "H", "H", "H", "H", "H", "H", "H", "H", "H", "H", "H", "H", "H", "H", "H", "H", "H", "H", "H", "H", "H", "H", "H", "H", "H", "H", "H", "H", "H", "H", "H", "H", "H", "H", "H", "H", "H", "H", "H", "H", "H", "H", "H", "H", "H"], "positions_angstrom": [[-0.4844, -2.3055, 1.6441], [-2.5205, 3.9009, 1.1275], [-3.7294, 2.8563, -0.2387], [-1.7083, 3.1240, -0.6917], [-1.0349, -3.4797, 6.1974], [7.0879, 5.4224, -0.6770], [-6.0971, 1.7865, 4.2658], [6.6900, 3.6323, -1.8133], [4.4507, -4.7538, -0.5001], [1.0872, -3.0685, 6.2733], [-7.1915, 0.6834, 5.7651], [2.8990, -4.1677, -2.0379], [0.9165, 0.5165, 1.3431], [-3.6322, 1.3860, -5.9819], [0.2758, -4.7970, 7.4865], [2.5267, -0.6441, -6.0596], [-5.8116, -0.4541, 4.3824], [2.7486, 0.0956, -3.9346], [1.0154, 0.6734, -5.2682], [-5.3673, 0.6826, -7.2515], [5.5581, 3.9583, 0.1181], [-3.4915, -0.3741, -7.3957], [4.0917, -2.6542, -0.8553], [-1.8591, 0.0859, -0.7961], [-1.9399, 1.5651, 2.4321], [0.1121, 0.8595, 0.2287], [1.7336, 1.5805, 1.8106], [0.1261, -3.8765, 6.7309], [2.3955, -3.3785, 6.7657], [3.7320, -3.8876, -1.2131], [-2.1640, -4.2602, 6.6019], [-1.3712, 0.5107, 0.4559], [-4.1163, 0.6392, -6.7963], [3.7434, -1.3824, -5.9081], [5.9879, 2.4011, -1.9721], [3.3950, -1.6186, -1.5527], [-2.2878, 1.5857, 1.0012], [-6.1647, 1.7289, -6.6946], [-1.6255, 0.3721, 2.7361], [0.4883, 1.4594, -4.2007], [-1.6683, -0.5472, 1.5503], [6.3667, 4.3048, -0.7082], [4.1716, -6.1278, -0.7821], [-5.1842, 1.7824, 3.1842], [-2.1292, -0.5346, -7.0012], [-6.3245, 0.5653, 4.7735], [2.1572, 0.0448, -4.9863], [-2.5266, 2.9051, 0.2771], [-7.5343, -0.5490, 6.4118], [6.8480, 6.2536, 0.4603], [4.8181, -6.7194, -0.1404], [-0.4322, 1.9086, -4.5642], [0.4442, 0.3530, -0.6736], [0.2438, 1.9220, 0.0407], [-2.0451, -5.2970, 6.2934], [2.6920, -4.3809, 6.4632], [-1.5484, 0.3506, -7.2543], [3.6458, -2.1254, -5.1179], [3.1333, -6.3640, -0.5556], [-1.3532, 0.0869, 3.7414], [6.3316, 1.9502, -2.8987], [-6.2582, 1.6088, -5.6165], [-1.7311, -1.3837, -7.5494], [-8.2451, -0.3059, 7.1954], [2.6304, 1.7155, 1.2106], [-1.5693, -0.8290, -0.9262], [5.8110, 6.5845, 0.4826], [-5.7415, 2.7031, -6.9325], [6.2095, 1.7235, -1.1487], [-8.0016, -1.2340, 5.7075], [-2.3076, -4.1988, 7.6789], [7.4945, 7.1204, 0.3595], [3.0785, -2.6579, 6.3246], [2.4300, -3.2842, 7.8492], [4.3945, -6.3599, -1.8217], [3.5875, -1.6719, -2.6180], [1.1850, 2.2496, -3.9237], [-3.0338, -3.8399, 6.1038], [-2.6931, -0.8848, 1.3973], [-1.9453, 2.3373, 3.0887], [-2.0606, -0.7412, -5.9340], [-4.2166, 1.4015, 3.5099], [4.5761, -0.7122, -5.7017], [-5.5685, 1.1884, 2.3540], [-6.6533, -1.0048, 6.8593], [3.7672, -0.6676, -1.1806], [3.9231, -1.8907, -6.8505], [0.2597, 0.8323, -3.3387], [2.3253, -1.6733, -1.3560], [2.0600, 1.3062, 2.8082], [7.0987, 5.7283, 1.3801], [4.9152, 2.5764, -2.0432], [-7.1491, 1.6501, -7.1468], [-5.0679, 2.8128, 2.8518], [-3.2613, 1.0944, 0.9811], [1.1874, 2.5208, 1.9048]], "atomic_forces_ev_per_a": [[-0.14, 0.11, -0.02], [0.47, 1.38, 1.27], [-1.53, -0.14, -0.64], [1.75, 0.43, -1.27], [0.02, 0.09, -0.07], [-0.03, -0.06, -0.02], [0.03, -0.02, 0.01], [-0.02, 0.04, 0.06], [-0.03, 0.07, 0.00], [-0.09, 0.02, -0.04], [0.08, 0.06, -0.10], [0.02, 0.04, 0.08], [-0.44, 0.29, 0.08], [-0.03, -0.06, -0.02], [-0.02, 0.06, -0.06], [-0.04, 0.04, 0.06], [0.09, 0.13, -0.02], [-0.10, 0.08, -0.06], [0.01, -0.05, 0.02], [0.05, -0.02, 0.02], [0.02, 0.02, -0.07], [-0.05, 0.04, 0.04], [-0.05, 0.01, 0.11], [-0.61, 0.17, 0.27], [0.46, 0.39, -0.45], [0.60, 0.33, 0.86], [0.32, -0.19, 0.52], [0.03, 0.03, -0.01], [0.28, 0.01, 0.05], [0.08, -0.03, 0.02], [-0.25, -0.09, 0.02], [0.39, -1.22, -1.67], [-0.03, -0.04, -0.07], [0.22, -0.17, -0.04], [-0.10, -0.29, -0.13], [0.04, 0.21, -0.03], [-0.94, -0.31, -0.03], [-0.21, 0.16, 0.03], [0.51, -1.45, 0.55], [-0.19, 0.21, 0.07], [0.91, 0.68, 0.73], [0.06, 0.05, -0.05], [0.03, -0.27, 0.01], [0.01, 0.23, -0.27], [0.31, -0.09, 0.00], [-0.16, -0.09, 0.19], [-0.02, -0.01, -0.15], [-0.54, -1.02, 0.69], [-0.15, -0.22, 0.21], [0.03, 0.21, 0.17], [0.06, 0.16, 0.06], [0.02, -0.10, -0.14], [0.02, -0.30, -0.01], [-0.27, 0.19, -0.22], [0.07, -0.01, 0.11], [-0.07, -0.04, 0.10], [-0.03, 0.04, 0.12], [0.00, 0.07, 0.06], [-0.03, 0.05, -0.11], [0.00, 0.00, 0.19], [0.12, 0.17, -0.02], [0.11, 0.05, 0.01], [-0.19, -0.01, -0.09], [0.02, 0.19, -0.06], [-0.05, 0.10, -0.29], [0.02, 0.10, -0.20], [-0.02, -0.11, 0.04], [0.07, -0.02, 0.09], [-0.09, 0.06, 0.06], [0.11, -0.01, -0.05], [0.09, -0.09, 0.01], [0.06, -0.08, -0.16], [-0.15, 0.07, -0.08], [-0.05, -0.11, 0.00], [-0.11, 0.05, -0.02], [-0.10, -0.06, -0.01], [0.06, -0.09, 0.07], [0.11, 0.12, -0.07], [-0.20, 0.01, 0.06], [-0.14, 0.16, -0.13], [0.00, 0.12, 0.02], [-0.07, -0.17, 0.03], [-0.05, 0.01, 0.10], [0.08, -0.09, 0.04], [0.03, -0.02, -0.11], [0.16, -0.11, 0.11], [-0.16, 0.08, -0.05], [0.10, 0.00, 0.02], [-0.06, -0.13, -0.10], [0.07, -0.12, 0.13], [-0.10, -0.05, -0.01], [0.00, -0.01, 0.11], [0.07, -0.14, -0.09], [-0.14, 0.05, 0.14], [-0.32, 0.23, -0.21], [-0.12, 0.10, -0.23]], "lowdin_charge": [1.057, 0.197, 0.200, 0.236, -0.018, 0.011, 0.020, 0.010, 0.006, -0.011, 0.021, 0.119, -0.254, 0.109, 0.139, 0.018, 0.115, 0.102, 0.007, 0.009, 0.106, 0.010, 0.010, 0.037, 0.194, -0.128, -0.066, -0.623, -0.035, -0.622, -0.037, -0.467, -0.621, -0.023, -0.044, -0.042, -0.075, -0.039, -0.003, -0.033, -0.610, -0.621, -0.035, -0.063, -0.041, -0.614, -0.606, -0.665, -0.022, -0.037, 0.095, 0.097, 0.132, 0.129, 0.100, 0.100, 0.097, 0.092, 0.096, 0.167, 0.095, 0.095, 0.097, 0.099, 0.100, 0.109, 0.096, 0.098, 0.097, 0.101, 0.100, 0.096, 0.092, 0.100, 0.100, 0.069, 0.099, 0.090, 0.117, 0.197, 0.093, 0.069, 0.100, 0.107, 0.099, 0.093, 0.098, 0.082, 0.087, 0.095, 0.098, 0.092, 0.095, 0.102, 0.166, 0.090], "fmax_ev_per_a": 2.20, "energy_ha": -3136.79150, "e_lumo_ev": -4.64, "orbital_gap_ev": 7.81, "charge": 1}

{"formula": "C5H5EuO", "method": "wB97M-V/def2-TZVPD", "symbols": ["Eu", "O", "C", "C", "C", "C", "C", "H", "H", "H", "H", "H"], "positions_angstrom": [[2.8999, -0.0037, 0.3109], [1.2801, -1.7184, 1.1262], [0.3200, 0.7861, -1.3005], [0.0619, -2.0005, 1.1691], [-1.1639, -1.8546, 0.9029], [-2.1101, -1.0981, 0.2532], [0.2080, 1.5975, -0.2082], [-0.2442, 1.5389, 0.7834], [-2.8953, -0.7487, 0.9478], [0.0025, -0.2103, -1.6112], [0.7245, 2.5625, -0.2292], [0.9166, 1.1493, -2.1443]], "atomic_forces_ev_per_a": [[-2.04, -1.45, 0.57], [1.97, 0.48, -0.32], [0.95, 0.50, 0.23], [-1.37, 1.76, -0.26], [0.45, 0.28, -1.25], [0.64, -0.84, 1.30], [1.04, -0.24, -0.45], [-0.58, -1.07, -0.56], [-0.02, -0.11, -0.15], [-0.86, 0.10, 1.27], [-0.08, -0.04, -0.59], [-0.10, 0.64, 0.21]], "mulliken_spin": [7.050, -0.019, -0.001, 0.029, -0.034, -0.017, -0.007, 0.000, -0.004, 0.002, 0.000, 0.001], "fmax_ev_per_a": 2.56, "energy_ha": -978.56877, "multiplicity": 8, "e_lumo_ev": [-5.94, -5.81], "orbital_gap_ev": [3.54, 3.75], "charge": 1}

{"formula": "C21H19FN2O4", "method": "wB97M-V/def2-TZVPD", "symbols": ["F", "O", "O", "O", "O", "N", "N", "C", "C", "C", "C", "C", "C", "C", "C", "C", "C", "C", "C", "C", "C", "C", "C", "C", "C", "C", "C", "C", "H", "H", "H", "H", "H", "H", "H", "H", "H", "H", "H", "H", "H", "H", "H", "H", "H", "H", "H"], "positions_angstrom": [[2.2377, 6.5217, -3.0150], [0.0355, 0.8089, -0.9518], [-2.7849, -3.9569, 1.5971], [-0.3495, -2.3189, 2.8397], [-3.3882, -3.1364, 3.5807], [-0.2048, -1.1190, 0.9071], [2.2257, 1.2721, -1.3633], [3.1495, -2.7898, -0.9471], [1.6347, -0.9292, -0.6468], [1.3793, -2.9446, 0.6667], [-0.7878, -1.4805, 2.0795], [0.9816, 3.2873, -1.9958], [1.0028, 4.6051, -2.4122], [0.9294, -1.6691, 0.3248], [3.3899, 3.2615, -1.9836], [2.4791, -3.4943, 0.0414], [-2.0978, -0.7634, 2.3992], [-2.5995, 0.8501, 0.5104], [2.2178, 5.2346, -2.6085], [-3.2570, -1.5926, 1.7987], [2.1762, 2.6049, -1.7764], [-2.1908, 0.6938, 1.9440], [3.4172, 4.5774, -2.3997], [1.2014, 0.4460, -1.0036], [-3.1098, -3.0240, 2.2796], [-3.2698, -1.5297, 0.2730], [-3.0823, -0.1341, -0.2296], [2.7277, -1.5192, -1.2822], [-4.1921, -1.1923, 2.2021], [-3.2061, -4.0382, 3.8882], [3.1594, 0.8941, -1.2806], [0.8455, -3.4994, 1.4194], [3.2338, -0.9944, -2.0809], [-4.2174, -1.9295, -0.0961], [4.3195, 2.7358, -1.8171], [-2.9273, 1.2107, 2.5690], [2.8045, -4.4871, 0.3124], [-1.2335, 1.1958, 2.1111], [-0.6045, -0.3392, 0.3836], [0.0434, 2.7833, -1.8388], [3.9926, -3.2303, -1.4568], [-2.1898, -0.8115, 3.4898], [0.0856, 5.1446, -2.5860], [-2.4903, 1.8432, 0.1011], [-2.4830, -2.1793, -0.1240], [4.3498, 5.0936, -2.5623], [-3.3538, 0.0385, -1.2604]], "atomic_forces_ev_per_a": [[0.00, -0.06, 0.02], [-0.07, 0.09, -0.07], [0.05, -0.09, -0.11], [0.07, -0.20, 0.11], [-0.20, 0.14, 0.64], [-0.16, 0.43, -0.27], [0.32, -0.41, 0.06], [0.13, -0.04, -0.02], [-0.06, -0.38, 0.11], [-0.10, -0.10, 0.10], [-0.14, 0.33, 0.31], [-0.05, -0.16, 0.04], [0.32, 0.26, -0.09], [0.40, -0.09, -0.17], [-0.21, -0.09, 0.04], [0.01, 0.16, -0.13], [-0.06, 0.01, 0.23], [-0.16, 0.18, 0.09], [-0.04, -0.12, 0.04], [0.12, -0.19, -0.07], [-0.12, 0.48, -0.15], [-0.05, -0.11, 0.04], [-0.17, 0.18, -0.06], [0.33, 0.12, 0.00], [-0.19, -0.13, -0.25], [-0.04, -0.09, 0.16], [-0.10, -0.09, 0.02], [-0.09, -0.02, 0.06], [0.05, -0.01, 0.00], [0.05, 0.07, -0.29], [-0.25, 0.00, 0.06], [-0.01, 0.00, 0.03], [0.02, 0.05, -0.04], [0.06, -0.05, -0.01], [0.10, -0.05, 0.02], [0.10, 0.01, 0.05], [0.01, -0.09, 0.04], [-0.02, 0.03, 0.04], [0.03, -0.21, 0.09], [0.00, 0.01, 0.00], [0.07, -0.03, -0.05], [0.12, -0.03, -0.20], [-0.08, 0.07, -0.02], [0.01, 0.09, -0.17], [-0.10, -0.03, -0.02], [0.08, 0.06, -0.02], [0.02, 0.13, -0.14]], "lowdin_charge": [0.054, 0.056, 0.125, 0.088, 0.124, 0.171, 0.136, -0.084, -0.067, 0.011, -0.416, -0.001, 0.002, -0.135, -0.020, -0.061, -0.172, -0.121, -0.282, -0.174, -0.217, -0.133, -0.009, -0.373, -0.517, -0.134, -0.091, -0.043, 0.166, 0.139, 0.131, 0.109, 0.112, 0.128, 0.113, 0.124, 0.108, 0.125, 0.097, 0.100, 0.102, 0.153, 0.120, 0.105, 0.123, 0.119, 0.108], "fmax_ev_per_a": 0.68, "energy_ha": -1322.05190, "e_above_lowest_kcal_mol": 0.4, "e_lumo_ev": 0.33, "smiles": "O=C(Nc1ccc(F)cc1)c1ccccc1NC(=O)[C@H]1CC=CC[C@H]1C(=O)O", "orbital_gap_ev": 8.89, "charge": 0}

{"formula": "C2H8NOS", "method": "wB97M-V/def2-TZVPD", "symbols": ["S", "O", "N", "C", "C", "H", "H", "H", "H", "H", "H", "H", "H"], "positions_angstrom": [[-2.3774, -0.0131, 0.1288], [0.1168, 1.3644, -1.1724], [1.3059, 0.8553, 0.8645], [1.2845, 0.8704, -0.6023], [-1.3321, -1.5008, 0.2086], [-1.1250, -1.7242, 1.2421], [-0.3752, -1.5044, -0.3198], [2.1636, 1.4201, -0.9664], [1.4389, -0.1768, -0.9186], [0.7922, 0.0166, 1.1275], [-0.6528, 1.1817, -0.5662], [0.6360, 1.5589, 1.1854], [-1.8753, -2.3480, -0.2112]], "atomic_forces_ev_per_a": [[0.18, 0.31, 0.00], [0.17, 0.73, 0.10], [-0.72, -0.15, 0.02], [0.32, -0.67, 0.19], [-0.37, -0.25, -0.19], [0.18, -0.29, 0.50], [0.08, 0.47, -0.17], [-0.34, 0.28, -0.06], [0.07, 0.08, 0.05], [0.18, -0.12, 0.08], [-0.11, -0.49, -0.46], [0.43, 0.25, -0.13], [-0.07, -0.16, 0.06]], "lowdin_charge": [0.130, -0.151, 0.001, -0.418, -0.702, -0.027, -0.014, 0.092, 0.091, 0.031, -0.073, 0.060, -0.021], "fmax_ev_per_a": 0.77, "energy_ha": -609.20497, "e_above_lowest_kcal_mol": 11.9, "e_lumo_ev": 4.26, "orbital_gap_ev": 6.97, "charge": -1}

{"formula": "CH10N2O4", "method": "wB97M-V/def2-TZVPD", "symbols": ["O", "O", "O", "O", "N", "N", "C", "H", "H", "H", "H", "H", "H", "H", "H", "H", "H"], "positions_angstrom": [[1.6493, 0.0353, -0.7568], [-0.2035, 1.5852, -2.1419], [0.4824, -0.5434, -3.6074], [-0.9006, 0.5607, 3.8019], [0.4932, -0.1254, 2.1639], [-1.6826, -0.9909, 2.3285], [-0.7163, -0.1708, 2.8497], [-1.7206, -1.2190, 1.3530], [1.8830, -0.0818, -1.6883], [0.9863, 0.7136, 2.4316], [2.4359, 0.4339, -0.3937], [0.0512, -1.3843, -3.4663], [0.4543, -0.2152, 1.1594], [-2.4685, -1.1096, 2.9404], [-1.1298, 1.4195, -1.9685], [0.2981, 0.8295, -1.7821], [0.0883, 0.2626, -3.2235]], "atomic_forces_ev_per_a": [[-0.08, -0.28, -0.47], [0.26, -0.11, -0.27], [1.30, 0.13, -0.44], [-0.12, -0.65, 0.63], [-0.17, 0.05, -0.09], [0.37, -0.10, 0.56], [0.16, 1.24, -0.83], [-0.02, -0.23, 0.13], [0.01, -0.44, -0.12], [0.05, -0.04, 0.06], [0.33, 0.31, 0.41], [-0.57, 0.32, 0.34], [0.07, -0.31, -0.07], [-0.33, 0.04, -0.37], [-0.27, -0.02, 0.19], [-0.35, 0.81, 0.87], [-0.65, -0.70, -0.52]], "lowdin_charge": [-0.047, -0.049, -0.066, 0.032, 0.135, 0.145, -0.673, 0.090, 0.045, 0.097, 0.061, 0.040, 0.052, 0.100, 0.059, -0.007, -0.015], "fmax_ev_per_a": 1.50, "energy_ha": -454.59342, "e_above_lowest_kcal_mol": 22.3, "e_lumo_ev": 0.15, "smiles": "NC(N)=O.O.O.O", "orbital_gap_ev": 9.97, "charge": 0}

{"formula": "C2H2N3O2", "method": "wB97M-V/def2-TZVPD", "symbols": ["O", "O", "N", "N", "N", "C", "C", "H", "H"], "positions_angstrom": [[2.0128, 1.0787, -0.7459], [2.3039, -0.8187, 0.4929], [0.1989, 0.0878, 0.0957], [-1.9694, 0.8914, 0.6152], [-1.9579, -0.1976, 0.0324], [1.7043, 0.1053, -0.0327], [-0.7238, -0.6217, -0.3442], [-0.8906, 1.0300, 0.8243], [-0.6783, -1.5552, -0.9375]], "atomic_forces_ev_per_a": [[0.38, -0.37, 0.61], [0.36, -0.17, 0.57], [2.55, -0.73, 0.24], [-0.08, -0.25, 1.31], [-4.78, 1.28, 0.02], [-1.31, 0.25, -1.92], [4.06, -1.42, -0.45], [-1.30, 0.83, -0.55], [0.12, 0.59, 0.17]], "lowdin_charge": [-0.061, -0.032, 0.095, 0.006, -0.126, -0.775, -0.286, 0.062, 0.116], "fmax_ev_per_a": 4.95, "energy_ha": -392.14687, "e_above_lowest_kcal_mol": 44.7, "e_lumo_ev": 3.67, "smiles": "[H]/N=N\\C=N\\C(=O)[O-]", "orbital_gap_ev": 8.45, "charge": -1}